The following is a quantum chemistry calculation of a molecular structure, C38H31N5O4PRe at a distorted geometry, from OMol25.

Computed properties:
E: -2460.8328 Ha
Energy relative to the best compared isomer or geometry (same formula, charge and spin): 83.5 kJ/mol
LUMO (alpha / beta): -4.70 / -4.31 eV
Charge: +1
2S+1: 2
E_HOMO (alpha / beta): -10.513 / -10.542 eV

Each line ends with the Mulliken spin population.
Cartesian coordinates (Å):
Re -0.099 0.744 0.984  1.05
C 2.611 4.033 2.547  0.00
O 2.728 4.530 1.221  0.00
C 3.113 3.593 0.311  0.01
C 4.250 3.809 -0.442  0.00
C 4.754 2.804 -1.258  -0.01
C 4.201 1.545 -1.208  0.00
C 3.047 1.282 -0.454  0.00
C 2.656 -0.075 -0.253  -0.03
N 1.660 -0.465 0.485  -0.01
N 1.477 -1.765 0.693  -0.01
C 0.345 -2.108 1.265  0.02
O -0.555 -1.256 1.618  0.01
C 0.121 -3.551 1.405  0.00
C -1.040 -4.062 1.981  0.00
C -1.249 -5.429 2.004  0.00
C -0.314 -6.295 1.458  0.00
C 0.843 -5.786 0.887  0.00
C 1.063 -4.426 0.859  0.00
C 2.374 2.373 0.185  -0.03
O 1.164 2.324 0.642  0.05
H 3.223 4.662 3.194  0.00
H 1.572 4.072 2.871  0.00
H 2.968 3.001 2.615  0.00
H 4.759 4.754 -0.334  0.00
H 5.627 2.996 -1.858  0.00
H 4.666 0.734 -1.748  0.00
H 3.304 -0.836 -0.677  0.00
H -1.772 -3.383 2.391  0.00
H -2.147 -5.828 2.448  0.00
H -0.478 -7.363 1.486  0.00
H 1.570 -6.453 0.449  0.00
H 1.947 -4.006 0.406  0.00
O -2.547 2.387 1.457  0.02
C -2.171 1.436 0.826  -0.12
C -3.073 0.646 -0.041  0.00
C -4.451 0.699 0.170  0.00
C -5.294 -0.085 -0.592  0.00
C -4.780 -0.869 -1.615  0.00
C -3.418 -0.885 -1.873  0.00
C -2.555 -0.158 -1.063  0.01
P -0.742 -0.159 -1.213  -0.01
C -0.394 0.795 -2.723  0.00
C 0.120 2.083 -2.611  0.01
C 0.391 2.824 -3.749  0.00
C 0.138 2.289 -5.001  0.00
C -0.395 1.013 -5.114  0.00
C -0.658 0.264 -3.983  0.00
C -0.360 -1.870 -1.692  0.01
C 0.767 -2.140 -2.467  0.00
C 1.045 -3.438 -2.858  0.00
C 0.210 -4.476 -2.475  0.00
C -0.896 -4.216 -1.685  0.00
C -1.176 -2.923 -1.282  0.00
H -4.844 1.349 0.938  0.00
H -6.355 -0.088 -0.393  0.00
H -5.446 -1.479 -2.208  0.00
H -3.031 -1.482 -2.687  0.00
H 0.307 2.503 -1.631  0.00
H 0.807 3.817 -3.663  0.00
H 0.359 2.858 -5.891  0.00
H -0.597 0.596 -6.089  0.00
H -1.057 -0.736 -4.079  0.00
H 1.407 -1.327 -2.783  0.00
H 1.908 -3.640 -3.472  0.00
H 0.419 -5.485 -2.795  0.00
H -1.549 -5.022 -1.385  0.00
H -2.032 -2.729 -0.653  0.00
N -1.088 4.883 4.298  0.00
C -0.854 3.563 4.228  0.00
C -0.523 2.928 3.005  0.03
N -0.265 1.628 2.947  -0.01
C -0.298 0.937 4.097  0.03
C -0.653 1.567 5.281  0.00
N -0.939 2.851 5.353  0.01
H -1.084 5.458 3.474  0.00
H -1.406 5.271 5.171  0.00
H -0.523 3.491 2.081  0.00
H -0.073 -0.118 4.062  0.00
H -0.740 1.018 6.205  0.00

The following is a quantum chemistry calculation of a molecular structure, C38H31N9O4S2Ti at a distorted geometry, from OMol25.

Computed properties:
E: -3906.3884 Ha
LUMO (alpha / beta): 1.96 / 1.96 eV
Charge: -1
2S+1: 4
E_HOMO (alpha / beta): -1.790 / -5.249 eV

Each line ends with the Mulliken spin population.
Cartesian coordinates (Å):
Ti -0.613 -0.117 -0.507  0.71
C 1.034 -3.706 1.304  0.01
O 1.787 -2.952 2.252  0.00
C 1.195 -1.847 2.816  -0.03
C 1.545 -1.604 4.138  0.09
C 1.061 -0.490 4.811  -0.05
C 0.179 0.361 4.182  0.08
C -0.224 0.117 2.860  0.01
C -1.232 0.918 2.249  0.24
N -1.661 0.711 1.019  -0.02
N -2.788 1.377 0.653  -0.04
C -3.060 1.155 -0.614  0.01
O -2.305 0.382 -1.323  0.00
C -4.251 1.789 -1.197  0.01
C -5.006 2.705 -0.459  0.01
C -6.115 3.310 -1.020  -0.01
C -6.491 3.013 -2.325  0.01
C -5.745 2.104 -3.063  -0.01
C -4.632 1.497 -2.506  0.02
C 0.340 -0.968 2.129  0.06
O 0.043 -1.107 0.852  -0.09
H 1.654 -4.568 1.055  0.00
H 0.090 -4.049 1.738  -0.01
H 0.817 -3.134 0.408  0.00
H 2.227 -2.297 4.615  0.00
H 1.371 -0.308 5.834  0.00
H -0.217 1.229 4.698  0.00
H -1.749 1.662 2.850  -0.01
H -4.698 2.922 0.553  0.00
H -6.695 4.020 -0.442  0.00
H -7.356 3.490 -2.767  0.00
H -6.040 1.865 -4.077  0.00
H -4.044 0.787 -3.074  0.00
S 1.504 1.909 -7.166  0.11
N 2.147 0.750 -6.195  0.06
C 1.603 0.899 -5.003  -0.01
C 1.884 0.091 -3.846  0.10
C 2.868 -0.883 -3.781  -0.04
C 3.065 -1.572 -2.591  0.17
C 2.210 -1.323 -1.514  -0.06
N 1.245 -0.433 -1.552  0.07
C 1.110 0.341 -2.672  0.09
C 0.269 1.466 -2.568  0.17
N -0.229 1.744 -1.314  0.09
C -0.842 2.902 -1.130  -0.10
C -1.110 3.796 -2.166  0.18
C -0.685 3.496 -3.456  -0.03
C 0.052 2.344 -3.676  0.14
C 0.670 1.992 -4.927  -0.02
N 0.521 2.638 -6.068  0.06
H 3.480 -1.066 -4.655  -0.01
H 3.858 -2.300 -2.497  0.01
H 2.340 -1.853 -0.578  -0.01
H -1.127 3.137 -0.113  0.00
H -1.642 4.713 -1.961  0.02
H -0.883 4.164 -4.283  -0.01
O -1.007 -1.819 -1.493  0.04
N -1.947 -2.723 -1.110  0.20
C -3.300 -2.443 -1.096  0.23
C -4.205 -3.392 -0.726  -0.11
C -3.796 -4.697 -0.367  0.46
C -2.418 -4.978 -0.467  -0.13
C -1.534 -4.017 -0.853  0.22
H -3.577 -1.451 -1.399  0.03
H -5.256 -3.133 -0.732  -0.01
H -4.507 -5.457 -0.077  0.05
H -2.039 -5.970 -0.253  -0.01
H -0.481 -4.199 -1.004  0.02
C 4.203 2.068 5.286  0.00
C 4.166 1.315 4.001  0.00
C 4.889 0.193 3.728  0.00
C 4.697 -0.449 2.486  0.00
N 3.835 -0.009 1.593  0.00
C 3.107 1.091 1.847  0.01
S 1.993 1.753 0.797  -0.01
N 3.341 1.775 3.037  0.00
C 5.422 -1.711 2.157  0.00
H 4.858 1.571 5.998  0.00
H 3.200 2.123 5.713  0.00
H 4.561 3.087 5.134  0.00
H 5.567 -0.216 4.464  0.00
H 2.745 2.573 3.200  0.00
H 6.247 -1.887 2.847  0.00
H 5.797 -1.679 1.135  0.00
H 4.711 -2.537 2.224  0.00